[1]
The following is a quantum chemistry calculation of a 7-piece molecular cluster, C36H62BO15PS overall in a non-equilibrium geometry, from OMol25.

- SMILES = COCCCCCCCCB(COC(C)=O)[PH2]=S.O=C1CCCO1.O=C1CCCO1.O=C1CCCO1.O=C1CCCO1.O=C1CCCO1.O=C1CCCO1
- 2S+1 = 1
- HOMO-LUMO gap (eV) = 8.3
- electronic energy (eV) = -89851.193

```
116
Properties=species:S:1:pos:R:3:forces:R:3
C 5.048043 -4.791349 1.659521 0.154 -0.198 -0.207
O 4.496561 -5.444643 0.531815 -0.266 0.366 0.132
C 4.538970 -4.562778 -0.580836 0.810 -0.906 -0.256
C 3.493268 -4.897527 -1.609494 -0.775 0.336 0.235
C 2.057251 -4.509133 -1.207825 0.674 0.267 -0.412
C 1.984509 -3.007890 -0.942234 -0.386 -0.424 -0.115
C 0.596449 -2.398788 -1.027884 0.087 1.351 0.189
C 0.717016 -0.867561 -0.753174 0.540 -1.260 0.483
C 0.813767 -0.647680 0.773418 -0.537 0.715 -0.844
C 1.702659 0.535963 1.210616 0.447 -0.001 0.423
B 3.239109 0.284291 1.110429 -0.559 -0.416 -0.099
C 4.056465 -0.067747 -0.194700 0.874 1.136 0.464
O 3.685977 0.796234 -1.293372 0.006 -0.503 0.805
C 4.328963 0.550921 -2.453251 1.928 -0.085 2.252
C 5.825412 0.386538 -2.529251 0.220 -0.238 0.581
O 3.703188 0.510518 -3.426313 -2.495 0.086 -3.898
P 4.279530 0.463009 2.716862 0.428 0.457 -0.019
S 4.726077 2.387064 2.746222 -0.229 -0.039 -0.249
H 6.023132 -4.362077 1.410310 0.042 0.193 -0.002
H 5.205648 -5.498768 2.455674 -0.048 -0.384 0.072
H 4.362849 -4.032888 2.034020 0.016 0.265 0.012
H 5.520446 -4.697310 -1.055397 0.136 0.170 0.007
H 4.504607 -3.529605 -0.236850 -0.300 0.196 -0.040
H 3.530596 -5.943804 -1.899637 0.214 -0.207 0.140
H 3.739531 -4.318200 -2.498239 0.067 0.040 -0.228
H 1.721937 -5.075542 -0.344215 -0.067 -0.109 0.130
H 1.421533 -4.755905 -2.055604 -0.266 -0.065 -0.004
H 2.425562 -2.804389 0.032020 -0.045 0.104 0.232
H 2.610411 -2.480753 -1.664318 0.140 -0.013 -0.237
H 0.154673 -2.516702 -2.014680 -0.010 -0.428 -0.113
H -0.064454 -2.811142 -0.267882 -0.211 -0.306 -0.104
H -0.110315 -0.316124 -1.186356 -0.142 0.151 0.075
H 1.635372 -0.559536 -1.249829 -0.007 0.366 -0.097
H 1.051671 -1.581220 1.276025 0.329 -0.061 0.131
H -0.196500 -0.390722 1.083440 -0.144 -0.038 0.258
H 1.438574 1.423746 0.632352 -0.019 -0.173 -0.090
H 1.440217 0.773151 2.243231 -0.015 0.136 0.118
H 5.115150 0.107713 0.013552 0.106 -0.026 0.057
H 3.988199 -1.121765 -0.459670 -0.341 -0.203 -0.056
H 6.277115 1.340698 -2.775803 -0.007 0.254 0.059
H 6.291999 -0.001576 -1.631749 0.062 0.097 0.143
H 6.044495 -0.291599 -3.340869 -0.044 -0.133 -0.225
H 3.575233 0.056430 3.868800 0.187 -0.342 -0.144
H 5.479720 -0.286440 2.643918 -0.395 -0.304 0.268
O -1.866789 1.677806 -0.189875 0.352 -0.155 0.170
C -1.199048 2.578240 -0.612712 -0.565 0.207 -0.066
C -1.657205 3.680446 -1.544899 0.509 0.030 -0.268
C -0.334601 4.264344 -2.032548 -0.119 0.083 -0.098
C 0.588000 3.991276 -0.855067 0.148 0.207 -0.152
O 0.100647 2.767215 -0.270606 -0.223 0.083 -0.125
H -2.236122 4.408839 -0.973008 -0.071 -0.019 -0.008
H -2.252183 3.277044 -2.359923 -0.225 -0.045 0.194
H -0.387277 5.317843 -2.300305 0.016 0.010 0.093
H 0.009860 3.711249 -2.909013 0.047 0.009 0.024
H 0.541398 4.777368 -0.098926 -0.050 -0.018 0.008
H 1.623936 3.854888 -1.159009 0.008 -0.173 0.151
O -3.000803 6.343900 0.405007 -0.152 0.154 -0.031
C -3.293637 5.979205 1.509400 0.347 -0.055 -0.015
C -2.903099 4.666181 2.156604 -0.462 -0.112 0.212
C -3.853171 4.596390 3.345216 0.098 -0.286 -0.007
C -4.091333 6.061559 3.655569 -0.114 -0.020 0.190
O -4.004561 6.731152 2.377875 0.079 -0.100 -0.125
H -1.859396 4.726460 2.471465 0.035 -0.018 -0.107
H -3.042096 3.836652 1.466723 0.238 0.055 -0.105
H -3.460991 4.036999 4.191154 0.005 0.081 0.031
H -4.789950 4.127402 3.037295 -0.009 0.026 0.036
H -3.327362 6.475786 4.317657 0.034 0.012 -0.057
H -5.069439 6.234806 4.092985 -0.006 0.186 -0.126
O 2.415776 -3.935350 3.710181 0.262 0.082 0.045
C 2.761285 -4.841070 4.411938 -0.337 -0.033 -0.231
C 1.879212 -5.697666 5.297750 0.377 -0.070 0.406
C 2.895504 -6.375403 6.212476 -0.165 -0.051 0.066
C 4.130414 -6.434050 5.326946 0.041 -0.158 0.140
O 4.048081 -5.268781 4.486362 -0.178 0.074 0.273
H 1.347265 -6.415698 4.672071 -0.065 0.079 -0.037
H 1.173192 -5.082978 5.848679 -0.147 0.028 -0.232
H 2.582750 -7.351820 6.577616 0.048 -0.020 -0.057
H 3.090678 -5.740001 7.077935 0.025 -0.019 -0.008
H 4.142590 -7.320174 4.688446 -0.021 0.021 -0.022
H 5.055050 -6.399012 5.898500 0.069 0.118 -0.143
O -1.480704 -2.282185 -6.605382 0.084 -0.095 0.098
C -0.706187 -1.485378 -6.157934 -0.319 0.122 -0.083
C -0.379088 -0.115600 -6.724967 0.535 -0.027 0.115
C 0.910184 0.242361 -5.991646 -0.044 0.141 -0.131
C 0.747675 -0.508668 -4.681180 0.207 0.121 0.122
O -0.013498 -1.687542 -5.014538 -0.027 -0.008 -0.129
H -1.192762 0.569688 -6.478809 -0.051 -0.031 -0.068
H -0.242389 -0.166731 -7.801827 -0.277 -0.018 -0.028
H 1.063200 1.311192 -5.856760 -0.007 -0.023 0.080
H 1.766636 -0.152291 -6.540601 0.011 0.008 0.037
H 0.188840 0.065137 -3.938166 -0.022 -0.023 -0.005
H 1.701573 -0.801874 -4.252819 -0.089 -0.133 0.075
O -5.449901 1.446095 -5.289525 -0.071 0.191 -0.174
C -5.364731 0.863600 -6.329971 -0.001 -0.253 0.346
C -4.515831 -0.358023 -6.625722 0.094 0.202 -0.550
C -4.506273 -0.388001 -8.150040 0.109 -0.167 0.023
C -5.839587 0.260674 -8.488254 0.053 -0.083 -0.149
O -6.077275 1.209096 -7.434381 0.070 0.034 0.041
H -5.002987 -1.237241 -6.202963 0.066 0.019 0.112
H -3.518168 -0.246293 -6.213379 -0.105 -0.113 0.266
H -4.391942 -1.384277 -8.572388 -0.045 0.010 0.006
H -3.688019 0.230297 -8.524319 -0.022 -0.006 -0.021
H -6.661352 -0.458996 -8.497833 0.005 -0.003 0.029
H -5.819732 0.783500 -9.442059 -0.109 0.134 0.084
O -6.799850 5.473066 5.562443 0.241 0.096 0.001
C -6.259601 4.740175 6.336924 -0.348 -0.144 -0.177
C -6.927493 3.813047 7.332070 0.389 0.060 0.399
C -5.779292 3.460433 8.271577 -0.137 -0.075 0.084
C -4.572067 3.571471 7.353584 0.117 -0.112 0.154
O -4.907918 4.602967 6.406930 -0.160 0.029 0.111
H -7.302833 2.938891 6.798207 -0.085 0.061 -0.044
H -7.740753 4.318998 7.844191 -0.152 -0.026 -0.229
H -5.873109 2.482558 8.740125 0.054 -0.015 -0.056
H -5.711311 4.207378 9.064106 0.030 -0.014 -0.008
H -4.380558 2.646993 6.804069 -0.026 0.011 -0.019
H -3.669427 3.857385 7.888740 0.048 0.109 -0.163
```
Forces are in eV/Å.

***

[2]
The following is a quantum chemistry calculation of C36H62LiN2O25 as an isolated structure in a non-equilibrium geometry, from OMol25.

- net charge = +1
- 2S+1 = 1
- HOMO-LUMO gap (eV) = 9.7
- electronic energy (eV) = -92689.474

```
126
Properties=species:S:1:pos:R:3:forces:R:3
C -4.418159 -3.640651 3.783294 0.957 0.295 -1.622
C -4.099159 -3.656651 2.252294 0.114 7.132 1.052
N -2.670159 -3.625651 1.902294 2.833 -0.657 0.999
C -1.991159 -2.295651 2.277294 -2.764 1.148 -6.475
C -1.894159 -4.698651 2.688294 -1.966 0.229 3.113
C -2.368159 -6.137651 2.569294 -5.583 1.092 -3.454
C -2.380159 -3.926651 0.444294 -0.743 0.688 0.170
C -2.975159 -2.851651 -0.504706 2.950 1.299 2.876
O -2.532159 -3.321651 -1.673706 -0.458 -0.295 -3.119
C -3.026159 -2.510651 -2.719706 6.310 0.938 -2.405
H -4.150159 -4.611651 4.179294 0.384 0.174 0.557
H -5.456159 -3.565651 3.885294 -1.837 -0.149 -0.198
H -4.114159 -2.746651 4.324294 0.844 -0.302 0.037
H -4.456159 -2.613651 1.646294 0.361 -2.835 2.048
H -4.606159 -4.402651 1.838294 -1.587 -3.418 -2.061
H -0.997159 -2.308651 1.964294 1.494 -0.127 -1.288
H -1.919159 -2.081651 3.200294 -0.157 0.312 7.316
H -2.501159 -1.267651 1.927294 0.775 -2.827 -0.141
H -1.755159 -4.345651 3.780294 -1.181 -0.508 -1.416
H -0.889159 -4.741651 2.481294 2.352 0.509 -1.751
H -3.441159 -6.474651 2.838294 1.059 1.619 0.627
H -1.856159 -6.735651 3.200294 2.465 -2.255 1.122
H -2.628159 -6.417651 1.469294 2.056 -0.078 1.616
H -2.764159 -4.920651 0.189294 -0.400 0.423 0.140
H -1.301159 -4.038651 0.320294 -0.049 0.530 0.116
H -2.380159 -1.820651 -0.391706 -1.799 -1.624 0.567
H -4.041159 -2.793651 -0.375706 -0.607 0.424 -0.257
H -2.696159 -1.393651 -2.698706 -0.965 -1.851 0.613
H -3.925159 -2.744651 -3.062706 -4.813 -0.287 -0.203
H -2.498159 -2.895651 -3.668706 0.016 0.580 1.305
Li -1.453159 1.876349 1.828294 1.113 -0.133 0.096
N -0.325159 0.342349 0.021294 -1.338 -0.929 3.380
O -0.148159 0.063349 1.196294 1.642 -1.517 3.791
O 0.057841 -0.367651 -0.830706 1.820 -1.875 -4.101
O -1.078159 1.270349 -0.108706 -2.744 4.271 -2.628
C 0.117841 0.952349 -4.117706 -2.967 1.104 0.653
C 1.211841 1.800349 -4.674706 1.596 0.457 1.902
C 1.498841 1.559349 -6.164706 -1.914 3.227 1.363
O 1.433841 2.949349 -6.628706 0.696 -1.669 -3.681
C 1.042841 3.783349 -5.747706 0.398 6.609 -0.240
O 0.918841 5.030349 -5.861706 -0.051 -3.945 -0.265
O 0.996841 3.221349 -4.603706 -1.668 -1.556 3.613
H 0.456841 -0.025651 -4.108706 0.717 -2.285 -0.708
H -0.899159 0.993349 -4.698706 1.987 0.084 0.821
H -0.126159 1.000349 -3.025706 0.293 0.937 -0.778
H 2.161841 1.740349 -4.002706 -1.462 -0.670 -1.274
H 0.663841 1.096349 -6.688706 0.804 -0.872 -0.040
H 2.509841 1.332349 -6.174706 1.570 -1.472 -1.290
C 0.418841 -4.752651 -4.755706 -2.446 5.109 -0.267
C 1.476841 -3.699651 -4.108706 -2.105 -5.108 -0.586
C 1.235841 -3.034651 -2.762706 0.649 -6.318 -0.151
O 2.341841 -3.491651 -2.001706 -1.562 3.486 2.382
C 3.062841 -4.285651 -2.620706 7.612 -5.189 -2.799
O 4.146841 -4.772651 -2.202706 -4.241 1.529 -1.409
O 2.606841 -4.537651 -3.955706 1.407 0.075 3.918
H -0.634159 -4.249651 -4.544706 1.719 -0.981 -0.962
H 0.397841 -5.525651 -4.108706 0.243 -2.802 2.074
H 0.459841 -5.142651 -5.804706 0.541 0.985 0.938
H 1.881841 -3.070651 -4.760706 0.450 3.486 -3.062
H 0.490841 -3.345651 -2.114706 -2.536 -0.832 0.308
H 1.132841 -2.091651 -2.889706 0.200 6.629 -0.311
C 1.995841 4.723349 5.515294 1.097 -3.933 0.036
C 2.310841 4.756349 4.053294 -0.830 2.464 1.543
C 3.252841 3.776349 3.578294 0.942 -3.488 0.755
O 2.360841 2.988349 2.723294 3.858 -3.112 -0.412
C 1.151841 3.456349 2.613294 2.010 -1.981 -1.427
O 0.325841 2.961349 1.915294 -1.834 -0.742 -0.907
O 1.130841 4.525349 3.220294 -1.992 6.059 3.681
H 2.885841 4.818349 6.124294 0.682 0.164 -0.294
H 1.613841 3.699349 5.846294 -0.411 1.685 -0.404
H 1.507841 5.599349 5.641294 -2.666 2.112 1.400
H 2.625841 5.817349 3.937294 -0.165 -0.794 -0.919
H 3.804841 3.054349 4.398294 -1.798 1.720 -1.937
H 4.020841 4.283349 3.062294 0.916 -0.124 -1.354
C 4.137841 0.749349 -0.897706 0.065 -3.402 1.945
C 4.276841 0.818349 0.641294 -2.900 -1.728 -0.108
C 3.424841 -0.319651 1.355294 -0.373 0.281 0.087
O 4.346841 -1.413651 1.468294 0.190 0.516 0.816
C 5.664841 -0.940651 1.389294 -7.885 2.979 -1.371
O 6.567841 -1.584651 1.524294 6.099 -3.768 1.139
O 5.587841 0.334349 1.015294 0.768 3.123 -0.108
H 3.129841 0.945349 -1.257706 -0.234 -0.792 0.169
H 4.712841 -0.187651 -1.220706 -1.672 0.713 0.139
H 4.685841 1.449349 -1.345706 2.405 3.351 -1.475
H 3.746841 1.779349 1.000294 2.322 -0.903 -0.009
H 2.616841 -0.749651 0.703294 0.319 0.927 0.885
H 3.036841 0.105349 2.403294 0.749 -1.245 -2.081
C -2.752159 3.000349 -2.597706 -1.532 3.140 3.408
C -4.149159 2.246349 -2.745706 7.640 -1.818 -0.791
C -4.017159 1.094349 -3.737706 -3.801 3.398 -2.609
O -4.945159 0.154349 -3.218706 0.180 -0.393 -0.477
C -5.035159 0.424349 -1.924706 -1.557 -1.173 2.029
O -5.581159 -0.262651 -1.102706 0.392 -0.166 -0.522
O -4.498159 1.593349 -1.609706 -0.081 -0.579 2.394
H -2.480159 3.882349 -3.309706 -1.315 -1.360 1.382
H -1.824159 2.585349 -2.390706 1.482 -2.442 -0.600
H -2.785159 3.334349 -1.355706 -0.412 0.235 -3.492
H -4.776159 2.987349 -2.873706 -3.691 3.353 -1.606
H -3.082159 0.641349 -3.843706 1.537 -0.333 -0.199
H -4.466159 1.615349 -4.695706 1.237 -1.885 1.167
C 1.047841 -1.981651 4.392294 -1.209 -1.200 -1.657
C 0.418841 -1.043651 5.420294 -0.359 1.169 0.058
C 1.241841 0.161349 5.741294 5.064 1.252 -2.737
O 0.774841 1.265349 4.836294 0.333 -2.252 1.005
C -0.392159 0.798349 4.442294 -2.897 6.422 -2.424
O -1.224159 1.556349 3.879294 1.662 -1.870 0.390
O -0.702159 -0.354651 4.824294 -1.284 -3.420 -0.151
H 1.024841 -1.503651 3.380294 0.510 0.618 0.907
H 0.319841 -2.820651 4.044294 1.434 0.722 1.542
H 2.109841 -2.294651 4.574294 -1.288 0.011 0.141
H -0.061159 -1.269651 6.360294 0.484 -1.839 0.212
H 2.366841 0.011349 5.416294 -2.128 0.166 0.771
H 1.275841 0.573349 6.705294 -0.498 0.182 1.460
C 0.164841 5.562349 -2.149706 1.524 0.135 0.602
C 0.733841 4.760349 -0.893706 -4.733 -2.635 0.503
C 1.517841 3.413349 -1.141706 -2.028 1.548 -3.517
O 2.690841 3.666349 -0.501706 2.084 -0.336 2.098
C 2.714841 4.919349 0.053294 4.494 -1.145 -0.020
O 3.699841 5.396349 0.562294 -0.773 -0.826 0.286
O 1.656841 5.552349 -0.196706 -3.366 1.980 -0.319
H 0.937841 5.890349 -2.853706 0.973 0.013 0.723
H -0.248159 6.496349 -1.786706 -0.513 -0.063 0.039
H -0.404159 5.129349 -2.967706 -0.947 -0.911 0.944
H -0.208159 4.319349 -0.073706 2.505 2.137 -2.357
H 1.745841 3.552349 -2.271706 -0.438 -1.402 1.475
H 0.935841 2.471349 -0.839706 1.173 1.467 -0.422
```
Forces are in eV/Å.

***

Question: The highest HOMO-LUMO gap belongs to which entry?
Answer: C36H62LiN2O25

***

Question: What is the 2S+1 in the first record?
Answer: 1

***

Question: Among the records above, which one has the highest HOMO-LUMO gap?
Answer: C36H62LiN2O25

***

Question: Which value of HOMO-LUMO gap does entry 2 give?
Answer: 9.7 eV